Record 1
{
  "formula": "C16H31N3O4S",
  "method": "the ωB97M-V functional and the def2-TZVPD basis",
  "smiles": "CSCC[C@H](NC(=O)OC(C)(C)C)C(=O)N[C@H](CC(C)C)C(N)=O",
  "total_energy_ha": -1491.78489,
  "species": ["C", "H", "H", "H", "S", "C", "C", "C", "N", "C", "O", "O", "C", "C", "H", "H", "H", "C", "H", "H", "H", "C", "H", "H", "H", "H", "H", "C", "O", "N", "H", "C", "C", "H", "H", "C", "C", "H", "H", "H", "C", "H", "H", "H", "H", "H", "C", "O", "N", "H", "H", "H", "H", "H", "H"],
  "coordinates": [[2.008902, 3.926237, 1.947407], [2.441547, 3.029861, 2.385560], [1.606429, 4.576865, 2.718579], [2.758434, 4.457179, 1.370298], [0.682696, 3.482389, 0.790134], [-0.438561, 2.646310, 1.975633], [-1.560109, 1.889127, 1.279778], [-1.062734, 0.853689, 0.257159], [-2.158882, 0.027872, -0.189380], [-2.240360, -0.355966, -1.495451], [-1.620682, 0.169112, -2.388362], [-3.130552, -1.351226, -1.611093], [-3.453071, -1.900237, -2.912622], [-4.492286, -2.980667, -2.610852], [-4.071345, -3.725258, -1.940511], [-4.801876, -3.465556, -3.531730], [-5.361426, -2.537639, -2.132071], [-4.049732, -0.819010, -3.812557], [-4.908978, -0.361570, -3.326726], [-4.368600, -1.260529, -4.752533], [-3.309825, -0.049844, -4.015063], [-2.206388, -2.517247, -3.546651], [-1.773597, -3.256613, -2.875854], [-2.472588, -3.001968, -4.481641], [-1.466804, -1.746442, -3.744846], [-2.540637, -0.611113, 0.494020], [-0.668503, 1.357945, -0.630285], [0.015013, -0.034410, 0.892384], [-0.289368, -1.010383, 1.564601], [1.263777, 0.370738, 0.636629], [1.360854, 1.258709, 0.158233], [2.485072, -0.205967, 1.184544], [2.635709, -1.699199, 0.876055], [1.696059, -2.203807, 1.099878], [3.401367, -2.098500, 1.545349], [3.030841, -2.032743, -0.571509], [1.977529, -1.587332, -1.583718], [2.201577, -2.004959, -2.562751], [1.953091, -0.505197, -1.678394], [0.987509, -1.926863, -1.288263], [4.402589, -1.472682, -0.943106], [4.377570, -0.389229, -1.029643], [5.145258, -1.743960, -0.196112], [4.719678, -1.874093, -1.902709], [3.096084, -3.126845, -0.615858], [3.318807, 0.349163, 0.748366], [2.521146, 0.083293, 2.698486], [3.222331, 0.961965, 3.159296], [1.710269, -0.689045, 3.437520], [1.638779, -0.498418, 4.424759], [0.980879, -1.228303, 2.984772], [-2.218056, 2.590219, 0.764638], [-2.143601, 1.368378, 2.043580], [-0.855785, 3.418298, 2.624102], [0.178778, 1.975021, 2.574668]],
  "forces_ev_per_a": [[-0.358, -0.159, -0.190], [0.076, 0.004, 0.050], [0.062, 0.077, 0.073], [0.092, 0.073, 0.001], [-0.181, 0.170, 0.162], [0.277, 0.301, -0.169], [0.237, -0.030, -0.112], [-0.151, 0.002, 0.018], [-0.071, 0.027, 0.303], [-0.118, 0.079, 0.286], [0.195, 0.046, -0.360], [-0.098, -0.097, 0.132], [-0.089, -0.229, -0.602], [0.304, 0.343, 0.103], [0.036, -0.112, 0.055], [-0.026, -0.045, -0.111], [-0.122, 0.032, 0.032], [0.193, -0.016, 0.265], [-0.120, 0.027, 0.017], [-0.066, -0.073, -0.093], [-0.016, 0.027, -0.067], [-0.077, 0.220, 0.218], [0.032, -0.112, 0.044], [-0.053, -0.087, -0.097], [0.037, -0.023, -0.057], [0.040, 0.002, -0.089], [-0.010, -0.103, 0.170], [-0.061, 0.380, -0.518], [-0.282, -0.293, 0.141], [0.260, 0.055, -0.115], [-0.087, -0.030, 0.086], [0.001, -0.304, 0.294], [0.077, -0.020, -0.276], [0.064, -0.037, 0.097], [-0.012, -0.019, 0.043], [-0.010, 0.122, 0.061], [0.158, -0.199, 0.058], [-0.002, -0.015, -0.137], [-0.032, 0.103, -0.063], [-0.178, -0.007, -0.014], [-0.200, -0.233, 0.077], [0.040, 0.161, -0.024], [0.149, 0.005, 0.056], [0.082, 0.014, -0.110], [-0.010, 0.066, 0.017], [-0.125, 0.004, 0.154], [0.075, -0.006, -0.457], [0.317, 0.266, 0.134], [-0.249, -0.327, 0.436], [0.056, 0.066, -0.081], [0.067, 0.077, 0.029], [-0.078, -0.069, -0.009], [-0.039, 0.029, -0.018], [0.025, -0.112, 0.066], [-0.030, -0.021, 0.090]]
}

Record 2
{
  "formula": "C68H74BN6P2SY",
  "method": "the ωB97M-V functional and the def2-TZVPD basis",
  "total_energy_ha": -4107.77919,
  "charge": 2,
  "species": ["Y", "C", "C", "P", "C", "C", "C", "C", "C", "C", "C", "C", "C", "C", "C", "C", "C", "P", "C", "C", "C", "C", "C", "C", "C", "C", "C", "C", "C", "C", "H", "H", "H", "H", "H", "H", "H", "H", "H", "H", "H", "H", "H", "H", "H", "H", "H", "H", "H", "H", "H", "H", "H", "H", "H", "H", "N", "C", "C", "C", "C", "C", "C", "N", "C", "C", "C", "C", "N", "C", "C", "H", "H", "H", "H", "H", "H", "H", "H", "H", "S", "C", "C", "N", "C", "H", "H", "H", "C", "C", "C", "C", "C", "C", "C", "C", "C", "C", "C", "C", "N", "B", "N", "C", "C", "C", "C", "C", "C", "C", "C", "C", "C", "C", "C", "C", "C", "H", "H", "H", "H", "H", "H", "H", "H", "H", "H", "H", "H", "H", "H", "H", "H", "H", "H", "H", "H", "H", "H", "H", "H", "H", "H", "H", "H", "H", "H", "H", "H", "H", "H", "H", "H"],
  "coordinates": [[-0.298756, -0.160977, 0.893561], [3.905639, 0.553958, 1.703571], [3.098770, 0.518094, 3.029389], [2.083687, -0.999968, 3.318266], [3.194849, -2.044336, 4.384244], [4.576121, -1.860707, 4.351481], [5.403506, -2.521494, 5.245164], [4.869840, -3.407741, 6.167329], [3.506708, -3.652182, 6.162323], [2.675756, -2.977898, 5.279832], [1.070832, -0.556312, 4.806244], [1.382574, 0.430337, 5.733239], [0.681051, 0.515972, 6.929559], [-0.318091, -0.400717, 7.224492], [-0.643261, -1.385096, 6.305739], [0.034952, -1.446896, 5.096878], [3.370356, -0.305766, 0.532108], [3.534622, -2.142144, 0.898500], [4.889058, -2.624490, -0.251780], [5.969796, -1.775302, -0.481940], [7.000374, -2.159631, -1.327757], [6.971556, -3.401409, -1.942365], [5.926808, -4.275264, -1.676448], [4.903016, -3.898218, -0.822302], [2.081071, -2.861818, -0.000126], [2.017640, -2.976256, -1.388691], [0.973007, -3.657334, -1.999282], [-0.070092, -4.170317, -1.242517], [-0.031372, -4.061845, 0.141523], [1.056774, -3.447933, 0.758066], [4.934894, 0.243690, 1.894537], [3.958623, 1.594730, 1.373985], [2.373676, 1.337889, 3.035087], [3.757561, 0.663389, 3.885670], [5.026132, -1.193398, 3.629748], [6.470297, -2.341370, 5.220145], [5.512745, -3.904625, 6.881029], [3.081315, -4.365860, 6.855571], [1.616641, -3.179343, 5.318425], [2.186969, 1.130525, 5.540660], [0.935334, 1.282882, 7.650528], [-0.843389, -0.340467, 8.168719], [-1.422122, -2.104404, 6.526899], [-0.224574, -2.219024, 4.374939], [3.928936, -0.081458, -0.376482], [2.313707, -0.077068, 0.353868], [6.016312, -0.800611, -0.009221], [7.831828, -1.488315, -1.498374], [7.766187, -3.692842, -2.615796], [5.912386, -5.257867, -2.129490], [4.100971, -4.594947, -0.614024], [2.822484, -2.578669, -1.994191], [0.978828, -3.793611, -3.072373], [-0.886134, -4.691140, -1.727250], [-0.799539, -4.525693, 0.748796], [1.162112, -3.507863, 1.833402], [2.465082, -1.033800, -6.582673], [2.162490, -1.353169, -7.884083], [2.922520, -1.389445, -9.049196], [2.264344, -1.758696, -10.202332], [0.895920, -2.081243, -10.202810], [0.146885, -2.062407, -9.048411], [0.794616, -1.698735, -7.864388], [0.313546, -1.611372, -6.581992], [1.323688, -1.217601, -5.846618], [1.184823, -0.965949, -4.422337], [2.011824, -0.119924, -3.681085], [1.696285, 0.139889, -2.365582], [0.641182, -0.383972, -1.727443], [-0.135098, -1.216705, -2.438504], [0.099472, -1.533952, -3.756064], [3.373594, -0.776562, -6.238406], [3.976750, -1.145447, -9.045551], [2.816022, -1.803108, -11.131431], [0.429503, -2.362914, -11.137069], [-0.903907, -2.317461, -9.048259], [2.872772, 0.361415, -4.125002], [2.317644, 0.810112, -1.782707], [-0.979958, -1.663290, -1.926653], [-0.559437, -2.196487, -4.294225], [-1.392598, 3.057587, 4.899741], [-2.073841, 1.486128, 4.764525], [-1.523301, 0.826777, 3.707818], [-0.527742, 1.385820, 3.014402], [-0.290315, 2.722378, 3.412375], [-2.785873, 1.119702, 5.481806], [-1.842310, -0.185427, 3.459273], [0.736805, 2.876084, 3.759166], [-5.383648, -1.175032, 0.397477], [-3.870233, -1.015905, 0.201835], [-3.102068, -2.139699, 0.901772], [-3.556197, -0.941630, -1.284724], [-3.820766, -2.044307, -2.092057], [-3.708797, -1.954478, -3.469405], [-3.372357, -0.747931, -4.060425], [-3.064633, 0.370626, -3.293306], [-2.805181, 1.697741, -3.988757], [-1.696831, 1.646129, -5.041268], [-4.108802, 2.167891, -4.652859], [-3.119695, 0.243547, -1.896270], [-2.794520, 1.342554, -1.056927], [-1.936710, 1.417365, 0.101949], [-2.204267, 2.758421, 0.595107], [-3.125196, 3.387116, -0.249893], [-3.492431, 2.536737, -1.216257], [-2.000474, 3.396801, 1.839807], [-0.617325, 3.805876, 2.294338], [-0.696485, 5.153962, 2.984261], [-1.717821, 5.401929, 3.792203], [-2.631611, 4.249693, 3.978042], [-3.006357, 3.587126, 2.706761], [-4.467681, 3.281760, 2.464967], [-5.052399, 2.294961, 3.478639], [-5.263948, 4.594696, 2.463374], [0.500086, 3.921560, 1.225871], [0.096479, 4.913016, 0.126027], [0.996450, 2.629783, 0.558598], [-5.633915, -1.192211, 1.459734], [-5.746767, -2.098408, -0.054916], [-5.910005, -0.340120, -0.065271], [-3.581469, -0.079811, 0.679498], [-3.342020, -3.115964, 0.481206], [-3.347560, -2.163064, 1.964835], [-2.009503, -1.999798, 0.793930], [-4.161266, -2.969398, -1.642958], [-3.916809, -2.820616, -4.084941], [-3.342694, -0.678729, -5.140882], [-2.501092, 2.439261, -3.252719], [-1.812975, 0.798686, -5.716698], [-0.717778, 1.581718, -4.568739], [-1.724117, 2.559771, -5.636451], [-4.355146, 1.523263, -5.497839], [-3.994889, 3.185711, -5.027341], [-4.954541, 2.147083, -3.963954], [-3.446339, 4.400527, -0.074546], [-4.215179, 2.679017, -2.000768], [0.105097, 5.863431, 2.828541], [-1.850514, 6.317316, 4.351995], [-3.451327, 4.396881, 4.674052], [-4.565642, 2.825491, 1.481287], [-4.992238, 2.670445, 4.502474], [-4.534723, 1.336708, 3.430603], [-6.105190, 2.127862, 3.247840], [-5.328918, 5.021920, 3.465950], [-6.279145, 4.419281, 2.108320], [-4.794566, 5.334167, 1.812504], [1.357267, 4.338651, 1.764707], [-0.648539, 4.469772, -0.534558], [0.966270, 5.172969, -0.478264], [-0.316167, 5.835655, 0.530726], [0.289298, 2.281450, -0.200181], [1.186609, 1.842460, 1.302728], [1.939553, 2.839246, 0.051826]],
  "forces_ev_per_a": [[1.109, 0.516, 0.399], [-0.112, -0.148, -0.100], [0.000, -0.243, -0.350], [-0.320, 0.122, 1.231], [0.255, -0.175, -0.489], [-0.085, 0.049, -0.035], [0.086, -0.028, 0.043], [0.056, 0.024, -0.030], [-0.057, -0.025, -0.027], [0.080, -0.087, -0.073], [-0.173, -0.124, -0.299], [-0.016, 0.105, -0.062], [0.021, 0.020, -0.004], [-0.033, 0.040, 0.087], [-0.062, -0.023, -0.088], [-0.055, 0.218, -0.033], [0.243, -0.078, 0.649], [0.009, -0.187, -0.336], [-0.056, 0.095, 0.177], [-0.111, 0.031, -0.062], [0.079, 0.021, 0.023], [0.020, 0.011, -0.011], [0.021, -0.038, 0.044], [0.001, 0.046, 0.014], [0.061, 0.031, 0.004], [0.119, -0.302, 0.102], [0.279, -0.299, 0.122], [0.004, -0.164, 0.074], [-0.032, -0.014, -0.048], [0.017, 0.209, -0.002], [-0.003, 0.016, 0.043], [0.082, -0.007, 0.001], [-0.026, -0.026, 0.034], [0.029, 0.105, -0.040], [0.019, 0.063, -0.014], [-0.004, 0.004, -0.008], [0.003, -0.036, -0.027], [-0.016, 0.017, 0.003], [0.007, -0.023, 0.026], [0.037, -0.013, 0.033], [0.014, 0.005, -0.020], [0.013, -0.026, 0.002], [0.000, 0.016, 0.010], [0.002, -0.010, 0.045], [-0.167, 0.116, -0.073], [-0.011, 0.030, -0.178], [0.015, 0.008, -0.015], [-0.009, 0.005, -0.019], [0.016, -0.011, 0.021], [0.000, -0.001, 0.006], [-0.002, -0.020, -0.026], [-0.012, -0.003, -0.020], [0.015, -0.058, 0.075], [-0.008, -0.009, 0.011], [-0.002, 0.002, -0.026], [-0.040, 0.134, 0.099], [0.167, 0.092, 0.258], [-0.464, -0.141, -0.163], [0.102, 0.032, 0.021], [0.105, 0.042, 0.064], [-0.103, -0.070, -0.015], [0.013, 0.017, -0.026], [0.485, 0.074, -0.121], [-0.132, -0.007, 0.364], [-0.076, -0.135, -0.549], [-0.316, 0.110, 0.387], [0.009, -0.078, -0.098], [0.185, 0.225, 0.311], [-0.637, 0.101, 0.689], [-0.171, 0.406, 0.083], [-0.031, 0.395, -0.299], [-0.007, -0.021, 0.023], [-0.007, 0.010, -0.063], [-0.012, 0.006, -0.010], [-0.008, 0.009, 0.004], [0.003, -0.012, 0.012], [-0.012, 0.053, 0.024], [-0.019, 0.001, -0.084], [-0.087, 0.074, -0.048], [-0.110, -0.029, -0.007], [-0.305, -0.209, -0.435], [0.026, -0.176, 0.160], [0.063, 0.252, 0.240], [-0.029, -1.590, -1.592], [0.427, 0.526, 0.161], [0.000, -0.019, -0.004], [-0.051, -0.029, 0.010], [-0.002, 0.006, 0.024], [0.137, -0.058, 0.116], [-0.189, -0.167, -0.099], [-0.416, 0.405, 0.083], [0.127, 0.059, 0.072], [0.064, 0.034, -0.004], [0.006, -0.123, -0.014], [0.113, -0.045, 0.040], [0.030, 0.074, 0.050], [-0.002, -0.042, -0.258], [-0.027, -0.076, 0.098], [0.076, 0.063, 0.091], [0.083, -0.128, 0.130], [-0.285, 0.291, -0.275], [-0.526, 0.220, -0.195], [-0.230, 0.395, -0.161], [-0.111, 0.002, -0.146], [-0.060, 0.148, 0.090], [-0.024, -0.115, 0.229], [-0.193, 0.109, 0.170], [0.110, 0.098, -0.011], [0.084, 0.095, 0.015], [0.390, -0.134, 0.187], [-0.136, 0.006, -0.366], [-0.029, -0.045, 0.204], [0.017, 0.014, -0.153], [0.083, -0.111, -0.094], [-0.226, -0.250, -0.105], [0.121, -0.104, -0.006], [0.046, 0.017, 0.036], [-0.034, -0.008, 0.004], [-0.027, -0.005, 0.001], [-0.006, -0.025, -0.007], [-0.076, -0.024, -0.067], [0.242, -0.046, -0.024], [0.091, -0.035, 0.057], [0.132, -0.266, -0.044], [-0.007, -0.034, -0.016], [-0.040, 0.030, -0.009], [0.020, 0.003, 0.010], [0.007, -0.060, -0.042], [0.042, 0.000, -0.056], [0.139, -0.097, 0.001], [0.059, -0.020, -0.011], [-0.038, 0.001, 0.003], [-0.014, -0.004, -0.026], [-0.031, -0.014, -0.016], [-0.037, -0.021, 0.015], [0.014, 0.040, 0.041], [0.000, 0.044, -0.027], [0.064, -0.010, 0.017], [0.016, 0.032, 0.027], [0.052, 0.001, -0.001], [-0.009, -0.016, 0.024], [-0.032, -0.002, 0.047], [-0.013, 0.007, 0.057], [-0.021, 0.016, 0.008], [-0.023, 0.021, 0.044], [-0.057, 0.027, -0.011], [0.001, -0.023, 0.027], [-0.015, 0.016, 0.008], [0.003, 0.016, -0.007], [0.015, 0.017, 0.031], [-0.022, 0.031, -0.043], [0.213, 0.101, 0.064], [0.054, -0.118, 0.013]]
}

Record 3
{
  "formula": "C4H9F2O6P2",
  "method": "the ωB97M-V functional and the def2-TZVPD basis",
  "smiles": "COP(=O)(OC)O[P@@]([O-])(OC)=C(F)F",
  "total_energy_ha": -1491.83586,
  "charge": -1,
  "species": ["C", "C", "C", "C", "O", "O", "O", "O", "O", "O", "F", "F", "P", "P", "H", "H", "H", "H", "H", "H", "H", "H", "H"],
  "coordinates": [[2.409115, -0.507067, 1.394314], [-0.727871, -2.360786, 0.454851], [-1.992050, 0.696987, -2.428849], [0.546689, 3.149481, 1.297910], [-0.512452, 0.379783, 2.102313], [0.310334, 0.402885, -0.366605], [1.216125, -1.246671, -1.980255], [2.004425, 0.898192, 1.532939], [-1.055277, -1.777921, -0.866239], [-0.856163, -0.010391, -2.636529], [-0.534141, 3.746562, 0.454556], [0.049512, 3.407337, 2.520494], [0.356374, 1.204816, 1.145830], [-0.037656, -0.699438, -1.479503], [3.344591, -0.595272, 1.989143], [2.663947, -0.630210, 0.287713], [1.641567, -1.281569, 1.588156], [0.147309, -3.048838, 0.278363], [-1.607788, -2.986198, 0.650465], [-0.507897, -1.592844, 1.244630], [-2.291834, 1.176111, -3.363105], [-1.754325, 1.626687, -1.864117], [-2.812535, 0.048364, -1.956475]],
  "forces_ev_per_a": [[0.749, 1.049, -1.867], [0.595, -0.574, -0.876], [-2.437, 1.914, 1.061], [-0.442, 0.750, -2.071], [1.145, 1.244, -1.630], [-0.832, 0.412, -0.282], [0.186, -0.562, -0.407], [-2.251, -1.013, -0.692], [0.380, 1.018, 0.734], [1.766, -1.435, -0.286], [0.867, -0.787, 0.398], [-0.363, -0.179, 1.035], [0.725, -2.712, 2.289], [1.212, 0.301, 1.442], [-0.860, -0.250, -0.236], [-0.106, -0.067, 1.383], [0.328, 0.716, 0.552], [-0.724, 0.721, 0.356], [0.301, 0.348, 0.349], [-0.516, -0.548, -0.839], [-0.348, -0.763, -0.314], [-0.378, -0.788, 0.561], [1.001, 1.206, -0.657]]
}

It is found that the molecular weight values, taken in the order of the records, are 361.51 1169.11 253.05 g/mol.